Molecular formula: C17H25FN4O9PS
Method: DFT, ωB97M-V/def2-TZVPD

## Properties
Kohn-Sham gap	5.3	eV
ΔE to the lowest compared entry with this formula, charge and spin	0.0	kcal per mole
molar mass	511.445	g mol⁻¹
E_tot	-65257.40403	eV
multiplicity	1
charge	+1

Geometry (Å):
S -5.349972 0.412526 -1.114106
P -1.733448 0.646299 3.218259
F -1.921652 3.446017 -3.772517
O -0.479455 1.633891 3.296927
O 2.913715 -0.450036 2.646754
O -0.402135 1.876897 -1.410362
O 6.130503 -3.980803 -1.680990
O -1.379707 -0.728494 3.496683
O -5.472102 3.467541 4.112850
O -3.513503 3.750557 -2.282975
O -5.917009 1.433287 3.303871
O -2.863157 1.259802 4.144440
N 6.298217 -1.830158 -2.397758
N -1.281394 1.240649 0.619997
N 2.703841 -1.848745 0.859980
N 0.680119 0.021465 -2.615920
C -3.521274 0.550438 0.947680
C 0.248672 0.886905 -1.992821
C -6.143244 2.779361 3.414279
C -2.865740 1.499518 -2.734322
C 2.085068 -2.071318 -0.430597
C 3.603526 -2.847534 1.430125
C 5.797171 -0.473558 -2.337145
C -2.260708 0.828188 1.453180
C 2.453003 -0.728803 1.563181
C -3.749948 0.740892 -0.434897
C -2.715165 1.205759 -1.260646
C 7.426731 -2.137334 -3.263105
C -4.608244 0.052072 1.861498
C 5.754310 -2.827013 -1.673875
C -1.484437 1.422800 -0.682135
C -2.822388 3.010448 -2.898339
C -5.819577 0.989885 1.943835
H 3.194739 -3.200362 2.376742
H 4.905965 -2.496469 -1.051114
H 1.475740 -2.977568 -0.405893
H 7.747101 -1.232311 -3.772868
H -0.692073 2.562015 3.118052
H -4.923899 -0.919174 1.473044
H -3.291122 2.049596 3.773282
H -2.066205 1.038367 -3.313230
H -6.991884 3.140949 2.815565
H 1.751890 -0.046634 1.030769
H -3.828999 1.160528 -3.100170
H 8.253367 -2.535869 -2.675292
H 1.452393 -1.226891 -0.676829
H 4.583206 -2.409969 1.617649
H 5.459038 -0.147994 -3.323437
H -0.350003 1.429346 0.995400
H 2.839514 -2.178647 -1.209737
H -5.044112 -0.638702 -1.895511
H -6.734641 0.482614 1.641962
H 4.958839 -0.421389 -1.643289
H 7.142348 -2.889173 -3.999232
H -4.221949 -0.144511 2.856050
H 3.705934 -3.687152 0.746830
H 6.578317 0.206412 -1.991827
H -5.694134 1.851569 1.282057

Atoms 1-3, force components in eV/Å:
-0.532 0.026 0.183
0.407 -0.120 1.008
-0.004 -0.187 -0.107

Atomic partial charges in e from the natural (NBO) method, atoms 1 to 4:
1. S 0.0773
2. P 2.3387
3. F -0.3003
4. O -0.9623


Molecular formula: C4H10O2
Method: DFT, ωB97M-V/def2-TZVPD

## Properties
Kohn-Sham gap	7.8	eV
ΔE to the lowest compared entry with this formula, charge and spin	94.8	kcal per mole
molar mass	90.122	g mol⁻¹
E_tot	-8401.43669	eV
multiplicity	1

Geometry (Å):
O 0.092713 -2.209019 -0.404532
O -0.560812 -0.174592 -1.931773
C 0.468475 0.270792 0.185217
C 0.511783 -1.085725 0.876405
C -0.727585 0.578595 -0.712670
C 0.532338 1.273917 1.340555
H -0.400481 1.257625 1.917866
H -1.376112 -0.120981 -2.445837
H 0.699038 2.294760 0.981299
H -1.660360 0.280983 -0.209797
H -0.040683 -1.673800 -1.227532
H 1.347829 1.001239 2.016925
H 1.362456 0.416070 -0.443604
H 0.987141 -2.570230 -0.397265
H -0.786691 1.649463 -0.958900
H -0.449048 -1.189096 1.413642

Atoms 1-3, force components in eV/Å:
0.242 0.107 -0.036
-0.226 -0.100 -0.146
0.121 0.042 -0.044

Atomic partial charges in e from the natural (NBO) method, atoms 1 to 4:
1. O -0.7638
2. O -0.7553
3. C -0.3525
4. C -0.2807


Molecular formula: C7H14N2OOsP
Method: DFT, ωB97M-V/def2-TZVPD

## Properties
Kohn-Sham gap (spin up / spin down)	7.3 / 6.7	eV
ΔE to the lowest compared entry with this formula, charge and spin	0.0	kcal per mole
molar mass	363.406	g mol⁻¹
E_tot	-24259.08704	eV
multiplicity	5
charge	+1

Geometry (Å):
Os 0.000000 0.000000 0.000000
P 1.586305 -1.692741 -0.672521
O -0.875700 -1.276991 1.247862
N -1.250553 -2.854316 -0.300045
N -1.443370 -3.317111 1.994072
C -1.300906 -2.985705 3.398785
C -0.188408 3.407345 -0.517525
C -1.251497 1.475314 0.579288
C 0.755712 2.688479 -1.287959
C -1.176128 -2.438670 0.986678
C 0.879153 1.314403 -1.256061
C -1.146192 2.832134 0.350454
H -1.494373 -3.829913 -0.526320
H -2.260726 -3.161897 3.923811
H -0.222162 4.496042 -0.652107
H -2.116392 1.188085 1.199824
H 1.590937 0.908035 -1.993706
H -1.109237 -2.193822 -1.077459
H -0.520380 -3.638405 3.847088
H 1.377489 3.265744 -1.983396
H -1.871628 3.511251 0.815467
H -1.700963 -4.288547 1.761843
H -0.992386 -1.930913 3.558407
H 1.097132 -2.838073 -1.349371
H 2.602854 -1.289468 -1.572806
H 2.371989 -2.322128 0.324770

Atoms 1-3, force components in eV/Å:
0.497 3.039 -1.234
1.085 -0.707 -0.470
-0.159 0.875 1.548

Atomic partial charges in e from the natural (NBO) method, atoms 1 to 4:
1. Os 1.1319
2. P 0.0904
3. O -0.6921
4. N -0.8239


Molecular formula: C15H50O10
Method: DFT, ωB97M-V/def2-TZVPD

## Properties
Kohn-Sham gap	9.7	eV
ΔE to the lowest compared entry with this formula, charge and spin	142.3	kcal per mole
molar mass	390.555	g mol⁻¹
E_tot	-36835.84530	eV
multiplicity	1

Geometry (Å):
O -21.996554 -9.479742 8.337353
O -18.796308 -4.781188 10.511115
O -12.208280 -10.347146 9.022134
O -11.764246 -2.227895 6.848802
O -17.600988 -6.113824 8.377654
O -18.096471 -10.419780 4.424947
O -17.312979 -0.492821 8.120280
O -17.123287 -9.036090 11.932217
O -12.127171 -8.101462 7.658102
O -18.271625 -5.783843 5.666399
C -20.470369 -8.120216 7.139500
C -16.572774 -2.778055 8.236988
C -12.727834 -3.392013 8.664372
C -17.207787 -10.264363 5.528210
C -16.858089 -7.076627 9.069824
C -17.479100 -4.693751 5.210808
C -16.723332 -1.438066 8.998484
C -11.437310 -2.879284 8.050180
C -17.711558 -4.439048 3.713114
C -19.440001 -5.960566 10.884855
C -15.505341 -7.130095 8.369961
C -10.867460 -8.265131 7.092796
C -16.694210 -10.405906 11.833493
C -20.670264 -9.375586 8.028550
C -12.674556 -10.333118 10.354063
H -20.059268 -5.668645 11.733029
H -17.338220 -1.420353 9.898316
H -20.060804 -6.460267 10.141212
H -10.792545 -2.297437 8.708843
H -21.018098 -8.242360 6.205062
H -15.954736 -3.466404 8.813441
H -18.069442 -5.896348 6.598096
H -10.384192 -7.297970 6.954413
H -18.079964 -9.010857 12.007906
H -12.555791 -4.154319 9.424227
H -18.775335 -6.774568 11.174216
H -12.148821 -9.447391 8.692741
H -13.246744 -2.632260 9.248839
H -17.366833 -10.948316 11.169065
H -17.705764 -3.880921 5.900745
H -22.138701 -10.391005 8.603815
H -17.306399 -5.299581 3.180737
H -12.051380 -9.834645 11.096547
H -10.877920 -3.784711 7.814830
H -12.619124 -7.377641 7.263573
H -17.106052 -3.605688 3.356768
H -18.468884 -4.352114 11.305028
H -13.635265 -9.824606 10.273045
H -16.709358 -6.724562 10.090622
H -13.399737 -3.861354 7.945792
H -20.685396 -7.205493 7.691894
H -16.557731 -9.402626 5.376750
H -18.729031 -4.436890 3.322181
H -10.251625 -8.881235 7.747974
H -15.630595 -10.486396 11.609147
H -18.233273 -9.536831 4.073828
H -16.425602 -4.882837 5.416946
H -19.413173 -8.182602 6.881537
H -14.890293 -7.910962 8.817256
H -17.569588 0.258556 8.659893
H -17.870022 -10.125452 6.382753
H -15.068584 -6.134533 8.448629
H -16.917709 -10.817474 12.817749
H -16.199330 -2.744625 7.213507
H -20.150409 -9.387856 8.986512
H -10.996632 -8.738285 6.119373
H -15.598444 -7.410168 7.320684
H -15.752974 -1.040287 9.295594
H -20.391340 -10.288549 7.502426
H -17.413390 -8.013990 9.102852
H -11.147155 -1.496981 6.767787
H -18.106322 -5.685099 9.072231
H -17.547315 -3.255048 8.132857
H -16.731213 -11.226549 5.715770
H -12.823138 -11.341032 10.741536

Atoms 1-3, force components in eV/Å:
-2.620 -0.386 0.505
0.515 0.383 -1.156
0.920 -1.144 0.491

Atomic partial charges in e from the Löwdin method, atoms 1 to 4:
1. O -0.0741
2. O -0.1064
3. O -0.1296
4. O -0.0666


Molecular formula: C5H28N2O9
Method: DFT, ωB97M-V/def2-TZVPD

## Properties
Kohn-Sham gap	9.4	eV
ΔE to the lowest compared entry with this formula, charge and spin	59.8	kcal per mole
molar mass	260.284	g mol⁻¹
E_tot	-27047.45424	eV
multiplicity	1

Geometry (Å):
O -3.212184 2.439875 -1.020795
O 1.488984 2.687047 3.767882
O 1.551539 -2.164795 1.000436
O -0.966582 2.719142 0.679509
O 4.382040 -0.102892 0.530744
O 1.193181 0.415005 -0.060445
O 0.411284 -1.415409 -4.601255
O 4.416670 -2.044462 -1.622773
O 2.865601 -0.472610 2.735490
N -1.238778 -0.773173 -0.255959
N 1.533091 0.510297 -2.314568
C -2.664845 -0.829142 -0.499734
C -3.378260 -0.888977 0.865791
C 0.857433 0.151206 -1.209528
C -3.723784 0.467864 1.523695
C -0.501229 -0.481580 -1.463888
H 4.712671 -1.175163 -1.318364
H -4.582214 0.990729 1.106237
H -0.350950 -1.415399 -2.016682
H -0.579286 3.428485 1.197473
H 0.657855 2.202962 3.786590
H 2.628529 -1.212405 2.136947
H 3.471232 0.193334 0.365896
H 3.494293 -2.066777 -1.362996
H 2.917190 -0.818479 3.628881
H -2.642528 2.105464 -1.719052
H -3.043126 -1.683288 -1.070569
H 2.431373 0.940867 -2.162850
H -0.382672 -1.261686 -5.125111
H -4.328769 -1.411666 0.934826
H 1.023076 -2.616972 1.669260
H -4.058977 0.057027 2.497234
H -3.021780 1.298073 1.660806
H -2.874278 0.076151 -1.127202
H 2.082212 2.053533 4.189852
H 1.239407 0.228154 -3.237123
H 0.317313 -2.326459 -4.300666
H -2.622767 2.393644 -0.241716
H -0.229333 2.211875 0.313536
H -1.094510 0.115910 -2.182493
H 1.189443 -1.266474 0.942661
H -1.080202 -0.031828 0.422029
H 4.370514 0.186250 1.458779
H -2.657873 -1.413258 1.499213

Atoms 1-3, force components in eV/Å:
0.278 -0.153 0.325
-0.060 -0.279 0.240
0.173 -0.105 0.270

Atomic partial charges in e from the natural (NBO) method, atoms 1 to 4:
1. O -0.9474
2. O -0.9349
3. O -0.9598
4. O -0.9746


Molecular formula: C5H6N2O3
Method: DFT, ωB97M-V/def2-TZVPD

## Properties
Kohn-Sham gap	10.1	eV
ΔE to the lowest compared entry with this formula, charge and spin	89.0	kcal per mole
molar mass	142.114	g mol⁻¹
E_tot	-14401.05226	eV
multiplicity	1

Geometry (Å):
O -0.471720 1.239347 2.924757
O -1.710558 0.370955 0.542926
O -2.895683 1.567537 2.470857
N -5.779728 -0.230352 1.808023
N -2.295931 -1.752031 2.593088
C -3.109368 -0.033392 4.344887
C -2.342574 -0.458851 3.118628
C -1.490375 0.696172 2.634199
C -4.829955 0.076352 2.392741
C -3.589421 0.454276 3.021091
H -2.645355 1.116565 0.767928
H -2.698872 0.727122 5.010797
H -3.665995 -0.848297 4.807687
H -0.953599 0.900922 0.270236
H -2.042997 -1.753958 1.609591
H -1.714418 -2.378384 3.138557

Atoms 1-3, force components in eV/Å:
-1.566 -1.329 -1.341
-3.679 2.261 0.861
0.929 -0.224 0.506

Atomic partial charges in e from the natural (NBO) method, atoms 1 to 4:
1. O -0.5075
2. O -0.9497
3. O -0.6050
4. N -0.2853


Molecular formula: C4H8OS
Method: DFT, ωB97M-V/def2-TZVPD

## Properties
Kohn-Sham gap	9.2	eV
ΔE to the lowest compared entry with this formula, charge and spin	28.1	kcal per mole
molar mass	104.174	g mol⁻¹
E_tot	-17159.22987	eV
multiplicity	1

Geometry (Å):
S -1.289667 -0.309665 -1.090803
O 1.027829 -0.168880 0.228800
C 1.363310 1.121490 -0.220517
C 0.682311 2.094815 0.837058
C -0.354672 -1.901408 0.973276
C -0.186023 -0.692419 0.072499
H 0.350197 3.089550 0.418864
H 1.007522 1.101458 -1.260813
H 2.510083 1.027683 -0.135423
H 0.467777 -2.553299 0.926125
H -1.298016 -2.448876 0.776059
H -0.687099 -1.664495 2.012718
H -0.281758 1.785819 1.202636
H 1.313784 2.232977 1.708400

Atoms 1-3, force components in eV/Å:
0.497 0.379 0.653
-0.737 -1.863 1.338
0.394 0.025 0.850

Atomic partial charges in e from the natural (NBO) method, atoms 1 to 4:
1. S -0.1215
2. O -0.5058
3. C -0.0815
4. C -0.6512


Molecular formula: C2H3NOS3
Method: DFT, ωB97M-V/def2-TZVPD

## Properties
Kohn-Sham gap	8.7	eV
ΔE to the lowest compared entry with this formula, charge and spin	40.6	kcal per mole
molar mass	153.253	g mol⁻¹
E_tot	-38163.64303	eV
multiplicity	1

Geometry (Å):
S 0.414671 -2.335032 -2.422554
S 0.076401 -0.485098 -2.287200
S -1.761583 0.194381 -0.125220
O -1.580385 -0.090183 -1.672352
N 0.689566 0.053870 -0.896939
C -0.008410 0.243173 0.138665
C 0.458562 0.507640 1.511306
H -0.058536 -0.078240 2.127211
H 1.442695 0.370295 1.742217
H 0.327019 1.619196 1.884866

Atoms 1-3, force components in eV/Å:
-0.101 -0.239 0.088
-1.101 0.349 -0.157
0.971 -0.332 0.956

Atomic partial charges in e from the natural (NBO) method, atoms 1 to 4:
1. S -0.3363
2. S 1.1007
3. S 0.6345
4. O -0.8897


Question: Which of these has the lowest E_tot?
Answer: C17H25FN4O9PS